1.
{"formula": "C9H7BrClNOS", "method": "ωB97M-V/def2-TZVPD", "e_lumo_ev": -0.034, "gap_ev": 8.349, "relative_energy_kj_mol": 12.7, "smiles": "OSc1ccccc1Cl.C=C(Br)C#N", "species": ["C", "C", "C", "C", "C", "C", "C", "C", "C", "N", "O", "S", "Cl", "Br", "H", "H", "H", "H", "H", "H", "H"], "positions_angstrom": [[-2.239, -1.658, 0.568], [0.084, 0.695, 1.882], [-0.765, 1.673, 1.342], [1.221, 0.189, 1.115], [-0.510, 2.193, 0.112], [1.403, 0.738, -0.120], [0.468, 1.651, -0.635], [-0.808, -1.971, -1.428], [-1.725, -1.372, -0.692], [-2.913, -1.690, 1.544], [3.174, -1.317, -0.536], [2.630, 0.113, -1.198], [0.517, 2.177, -2.268], [-2.831, -0.096, -1.555], [-0.170, 0.178, 2.791], [-1.696, 2.029, 1.740], [1.815, -0.562, 1.496], [-0.993, 3.080, -0.203], [4.072, -1.492, -0.489], [-0.134, -2.828, -1.068], [-0.600, -1.731, -2.398]]}

=====

2.
{"formula": "C9H7Cl2IrN9O6S2", "method": "ωB97M-V/def2-TZVPD", "e_lumo_ev": [-0.965, -3.145], "s_squared": 0.768, "multiplicity": 2, "gap_ev": [8.107, 6.667], "relative_energy_kj_mol": 228.5, "species": ["Ir", "Cl", "C", "Cl", "H", "H", "N", "C", "N", "N", "N", "N", "C", "N", "N", "N", "N", "H", "O", "S", "O", "O", "C", "C", "C", "C", "C", "C", "S", "O", "O", "O", "H", "H", "H", "H"], "positions_angstrom": [[0.923, 0.551, -0.033], [2.578, 1.185, 3.364], [3.795, 0.491, 2.343], [3.247, 0.215, 0.593], [4.071, -0.496, 2.692], [4.645, 1.154, 2.253], [0.653, 3.279, -1.914], [1.318, 2.236, -2.450], [1.709, 2.150, -3.762], [2.313, 1.055, -3.788], [2.301, 0.441, -2.531], [1.722, 1.170, -1.719], [0.580, 3.505, -0.648], [0.285, 4.736, -0.102], [0.373, 4.508, 1.097], [0.708, 3.143, 1.357], [0.840, 2.544, 0.306], [0.440, 4.087, -2.547], [-3.135, 0.977, -0.508], [-1.899, 0.324, -0.093], [-1.275, 0.817, 1.094], [-0.763, 0.414, -1.168], [-2.208, -1.423, 0.140], [-3.525, -1.817, -0.048], [-3.894, -3.145, 0.116], [-2.947, -4.086, 0.463], [-1.624, -3.709, 0.653], [-1.234, -2.387, 0.497], [0.510, -2.077, 0.779], [0.614, -0.971, 1.739], [1.116, -3.323, 1.180], [1.052, -1.478, -0.518], [-4.255, -1.070, -0.322], [-4.926, -3.433, -0.033], [-3.227, -5.124, 0.590], [-0.878, -4.441, 0.925]]}

=====

3.
{"formula": "C9H7FNO2", "method": "ωB97M-V/def2-TZVPD", "e_lumo_ev": [3.332, 3.331], "gap_ev": [7.812, 7.812], "charge": -1, "species": ["C", "C", "C", "C", "C", "C", "C", "C", "C", "N", "O", "O", "F", "H", "H", "H", "H", "H", "H", "H"], "positions_angstrom": [[1.533, -0.717, -1.219], [1.382, 0.891, 0.631], [2.779, -0.127, -1.506], [2.696, 1.244, 0.302], [0.803, -0.185, -0.043], [-3.535, -0.231, -0.392], [-1.502, -0.496, 1.433], [-0.423, -0.855, 0.335], [-2.137, 0.193, 0.179], [3.379, 0.778, -0.758], [-3.885, -1.396, -0.398], [-4.195, 0.804, -0.681], [-1.852, 1.547, 0.010], [1.197, -1.624, -1.670], [0.704, 1.510, 1.232], [3.535, -0.360, -2.197], [3.269, 1.951, 0.828], [-2.196, -1.290, 1.777], [-1.179, 0.209, 2.140], [-0.372, -1.846, -0.003]]}

=====

4.
{"formula": "C9H7IrN2O5", "method": "ωB97M-V/def2-TZVPD", "e_lumo_ev": [-7.346, -12.165], "s_squared": 6.017, "multiplicity": 5, "gap_ev": [6.163, 6.465], "relative_energy_kj_mol": 51.8, "charge": 2, "species": ["O", "C", "Ir", "C", "O", "C", "O", "C", "O", "C", "O", "H", "C", "C", "N", "C", "C", "N", "H", "H", "H", "H", "H", "H"], "positions_angstrom": [[2.301, -2.779, 3.932], [1.606, -2.201, 3.223], [-1.718, -0.127, 0.116], [-1.754, 1.832, 0.385], [-1.800, 2.978, 0.525], [-3.196, -0.215, -1.149], [-4.109, -0.303, -1.853], [-2.903, -0.530, 1.593], [-3.658, -0.768, 2.441], [-1.036, -1.958, -0.148], [-0.627, -3.023, -0.327], [0.411, -1.433, 2.106], [1.475, 1.201, 0.927], [1.232, 0.795, -0.465], [0.112, 0.314, -0.995], [0.344, 0.023, -2.329], [1.636, 0.376, -2.610], [2.176, 0.849, -1.429], [1.164, 0.391, 1.601], [2.543, 1.394, 1.073], [0.902, 2.101, 1.174], [-0.407, -0.409, -2.978], [2.180, 0.313, -3.535], [3.127, 1.176, -1.278]]}

=====

5.
{"formula": "C9H7N2O5Pt", "method": "ωB97M-V/def2-TZVPD", "e_lumo_ev": [-3.584, -4.672], "s_squared": 2.011, "multiplicity": 3, "gap_ev": [6.849, 7.968], "relative_energy_kj_mol": 0.0, "charge": 1, "species": ["O", "C", "Pt", "O", "C", "C", "O", "C", "O", "C", "O", "H", "C", "C", "N", "C", "C", "N", "H", "H", "H", "H", "H", "H"], "positions_angstrom": [[0.374, -0.226, -6.322], [0.178, -0.227, -5.200], [-0.588, -0.236, -1.286], [2.180, -0.219, -2.746], [1.232, -0.234, -2.093], [-2.414, -0.263, -0.541], [-3.453, -0.317, -0.059], [-0.571, -2.243, -1.172], [-0.645, -3.386, -1.260], [-0.604, 1.771, -1.283], [-0.659, 2.907, -1.446], [-1.513, -0.275, -2.635], [-0.830, 1.556, 2.171], [0.184, 0.494, 1.969], [0.452, -0.261, 0.911], [1.487, -1.109, 1.238], [1.864, -0.851, 2.533], [1.034, 0.155, 2.968], [-1.487, 1.296, 3.014], [-0.336, 2.514, 2.388], [-1.448, 1.691, 1.284], [1.892, -1.834, 0.544], [2.638, -1.304, 3.137], [1.033, 0.599, 3.888]]}

=====

6.
{"formula": "C9H7N3O2", "method": "ωB97M-V/def2-TZVPD", "e_lumo_ev": [-1.326, -1.389], "gap_ev": [7.141, 6.623], "relative_energy_kj_mol": 496.6, "smiles": "C/C(C#N)=[N+](\\[O-])c1ccccc1N=O", "species": ["C", "C", "C", "C", "C", "C", "C", "C", "C", "N", "N", "N", "O", "O", "H", "H", "H", "H", "H", "H", "H"], "positions_angstrom": [[-2.309, 0.246, -0.784], [2.799, 0.794, -1.120], [2.627, -0.663, -1.091], [1.736, 1.483, -0.597], [1.603, -1.416, -0.587], [0.536, 0.794, -0.130], [0.478, -0.652, -0.178], [-1.747, -0.286, 0.464], [-2.591, -0.400, 1.773], [-2.836, 0.687, -1.720], [-0.438, 1.414, 0.432], [-0.681, -1.163, 0.377], [-0.774, 2.588, 0.472], [-0.767, -2.273, 0.952], [3.639, 1.306, -1.350], [3.459, -1.168, -1.435], [1.704, 2.571, -0.763], [1.659, -2.450, -0.800], [-2.582, 0.567, 2.313], [-2.022, -1.078, 2.359], [-3.491, -0.901, 1.413]]}

=====

7.
{"formula": "C9H7N3O3", "method": "ωB97M-V/def2-TZVPD", "e_lumo_ev": 0.741, "gap_ev": 9.478, "relative_energy_kj_mol": 2.7, "species": ["C", "C", "C", "C", "C", "C", "C", "C", "C", "N", "N", "N", "O", "O", "O", "H", "H", "H", "H", "H", "H", "H"], "positions_angstrom": [[0.374, -2.379, -0.985], [-1.999, 2.088, 0.859], [-0.253, -3.460, -0.323], [-2.050, 2.699, -0.299], [0.594, -1.467, 0.030], [-1.312, 0.683, -0.706], [2.949, 1.096, -0.449], [2.799, 1.076, 0.913], [1.457, -0.306, 0.019], [-1.488, 0.806, 0.650], [0.188, -1.966, 1.193], [2.112, 0.189, -0.979], [-1.681, 1.847, -1.284], [-0.297, -3.186, 1.001], [1.797, 0.223, 1.184], [0.668, -2.152, -2.035], [-2.307, 2.345, 1.808], [-0.382, -4.498, -0.583], [-2.510, 3.567, -0.557], [3.534, 1.680, -1.114], [3.222, 1.616, 1.773], [-1.337, 0.083, 1.223]]}

=====

8.
{"formula": "C9H7NO2", "method": "ωB97M-V/def2-TZVPD", "e_lumo_ev": 0.097, "gap_ev": 9.155, "relative_energy_kj_mol": 611.9, "smiles": "O=C1CC(c2ccccc2)=NO1", "species": ["C", "C", "C", "C", "C", "C", "C", "C", "C", "H", "H", "H", "H", "H", "H", "H", "N", "O", "O"], "positions_angstrom": [[-2.929, -0.288, 0.096], [-1.629, -1.031, 0.175], [-0.634, 0.109, 0.001], [0.891, 0.006, -0.007], [1.520, -1.181, -0.172], [2.959, -1.339, -0.169], [3.676, -0.125, 0.035], [2.976, 1.099, 0.145], [1.600, 1.180, 0.116], [-1.584, -1.256, 1.355], [-1.304, -1.849, -0.664], [0.708, -2.072, -0.084], [3.298, -2.337, -0.114], [4.509, -0.229, 0.052], [3.561, 2.201, 0.331], [1.262, 2.114, 0.324], [-1.230, 1.340, -0.213], [-3.972, -0.662, 0.094], [-2.581, 1.096, -0.222]]}

=====

Electronic energy / Ha: -3909.441269, -3112.329332, -652.217727, -936.367906, -951.845349, -661.652000, -736.982332, -552.194147